Record 1
Computed, not measured: C39H46OP2Pd as an isolated structure at a distorted geometry, with wB97M-V/def2-TZVPD.

Element x y z (Å)
Pd1 -1.1820 -0.4120 0.5500
P1 -0.0428 -0.7664 -4.4635
P2 -1.3480 1.8766 -3.6388
O1 -0.5363 -1.3870 5.6707
C1 -0.9372 -1.7581 6.9994
C2 -3.7837 4.4715 -5.7142
C3 -3.2937 3.3990 -4.9658
C4 0.5061 -3.0963 -3.0845
C5 0.0602 -2.7637 7.5764
C6 0.9662 0.7484 -4.4778
C7 2.3705 -1.5326 -3.1488
C8 -0.7803 1.5406 -0.9769
C9 -1.5518 -1.4555 2.1424
C10 1.3025 -4.0178 -2.4127
C11 0.4177 1.9030 -4.0129
C12 1.2017 -2.3974 -6.5252
C13 1.0524 -1.8614 -3.4823
C14 -0.7041 1.8798 0.3672
C15 -1.6453 3.7603 -1.4990
C16 -1.2651 2.4831 -1.9097
C17 3.1662 -2.4689 -2.4793
C18 0.0226 -0.1057 5.5417
C19 2.0143 -1.3593 3.3936
C20 -1.5560 5.3936 -5.8627
C21 -0.1287 0.4747 4.2363
C22 -2.2655 -2.4709 6.8051
C23 0.2158 -0.8181 -8.6074
C24 1.0584 -1.8965 -8.9004
C25 -1.1329 -0.6644 8.0668
C26 -1.9241 3.3292 -4.6253
C27 2.2298 0.1056 3.1526
C28 2.0096 -1.9691 4.5823
C29 2.3696 -1.2679 5.8514
C30 -1.4862 4.1213 -0.1596
C31 -0.1252 -0.5233 -7.2849
C32 2.6354 -3.7079 -2.1117
C33 1.0029 1.0311 3.5419
C34 1.4994 -0.0511 6.1556
C35 -1.0580 4.3168 -5.1185
C36 1.5499 -2.6813 -7.8566
C37 -1.0166 3.2003 0.7831
C38 -2.9161 5.4777 -6.1580
C39 0.3811 -1.2998 -6.2205
H1 2.3869 -1.9603 6.7048
H2 0.3509 -3.5041 6.8122
H3 -0.5155 0.5892 6.2264
H4 2.2123 -3.5172 -8.0655
H5 -1.4928 -1.1712 8.9847
H6 -0.5333 -3.3241 -3.3262
H7 -3.9693 2.6065 -4.6363
H8 1.3510 1.8757 4.1586
H9 4.2005 -2.2178 -2.2522
H10 3.2609 -4.4344 -1.5899
H11 -4.8466 4.5265 -5.9540
H12 2.3652 0.2481 2.0695
H13 -2.0240 -2.4146 1.8421
H14 1.9963 0.8486 5.7793
H15 0.0128 4.2578 -4.9329
H16 -0.4331 -3.2891 8.4147
H17 1.4043 0.1119 7.2496
H18 -0.8953 3.4734 1.8320
H19 1.7836 -1.9420 2.5032
H20 -0.1707 -0.2025 -9.4165
H21 -1.8941 0.0739 7.7733
H22 -0.1981 -0.1508 8.3461
H23 -2.1914 -0.8422 2.8112
H24 0.8849 -4.9806 -2.1275
H25 1.5997 -3.0262 -5.7273
H26 -0.3119 1.1353 1.1318
H27 1.7527 -3.0279 4.6854
H28 0.6253 1.5054 2.6292
H29 3.3886 -0.8919 5.7290
H30 -0.5772 -1.6270 2.6201
H31 -0.4522 0.5379 -1.3246
H32 1.3292 -2.1221 -9.9298
H33 0.9636 -2.2756 7.9851
H34 0.9788 2.8339 -3.8837
H35 -2.0380 4.4705 -2.2300
H36 3.1450 0.5047 3.6223
H37 -2.1484 -3.2754 6.0653
H38 -0.7711 0.3325 -7.0719
H39 -0.8669 6.1659 -6.2118
H40 -2.6089 -2.9023 7.7571
H41 -1.7404 5.1324 0.1483
H42 2.7866 -0.5639 -3.4162
H43 -3.3003 6.3179 -6.7364
H44 -3.0129 -1.7531 6.4382
H45 1.9554 0.6842 -4.9537
H46 -1.0948 0.4042 3.7476

Computed properties:
strongest force on any atom = 3.2 eV/Å
multiplicity = 3
HOMO level (alpha / beta) = -7.134 / -7.694 eV
orbital gap (alpha / beta) = 7.7 / 7.4 eV
charge = 0
relative energy (zero: lowest compared OMol25 entry of this formula, charge and spin) = 0.00 kJ/mol


Record 2
Computed, not measured: C39H47BF9N4PSbSr as an isolated structure, with wB97M-V/def2-TZVPD.

Element x y z (Å)
Sb1 0.5822 2.8561 -2.2879
Sr1 -0.7740 -0.0739 1.9151
P1 1.3609 -1.8954 0.3417
F1 0.0649 -1.4089 -6.1661
F2 -3.8186 -4.4886 3.5978
F3 2.0031 -0.4469 -6.1792
F4 -3.5954 -6.1031 2.1800
F5 1.8597 -2.6018 -6.3366
F6 -4.7731 -4.3622 1.6588
F7 6.3400 -6.3241 1.3884
F8 5.6630 -5.9340 3.4067
F9 7.0977 -4.6126 2.4768
N1 -2.2479 1.6179 3.0478
N2 -3.1718 0.8785 3.7164
N3 -2.2116 -1.4241 4.3428
N4 -0.8825 -1.3431 4.0668
C1 -2.4265 -4.1120 1.7411
C2 -1.1784 -2.6712 5.8517
C3 4.8718 -4.5010 1.7223
C4 4.5058 -3.3766 2.4483
C5 2.7713 -2.9268 0.8370
C6 -0.2618 -2.0949 4.9761
C7 -0.0075 4.7650 0.2188
C8 2.0112 -0.8129 -2.0873
C9 -0.8446 5.5314 -3.2334
C10 4.2058 -4.8390 0.5537
C11 1.6434 5.5912 -3.0034
C12 -3.4689 2.9780 4.3495
C13 1.3674 -1.8830 -1.4768
C14 -3.9101 1.6753 4.4971
C15 1.3362 -1.5208 -5.7398
C16 0.6156 4.3548 -4.8866
C17 6.0027 -5.3526 2.2432
C18 0.7948 3.5340 -0.1894
C19 -3.6669 -4.7682 2.2922
C20 -2.5057 -3.1909 0.7102
C21 -1.3449 -2.5900 0.2405
C22 -2.4279 2.8831 3.4297
C23 3.4584 -2.5883 2.0010
C24 -1.4819 2.0584 -2.3455
C25 -0.0977 -2.9109 0.7895
C26 3.1546 -4.0513 0.1120
C27 2.0295 -0.6941 -3.4697
C28 0.7417 -2.8509 -2.2665
C29 1.3859 -1.6456 -4.2390
C30 -1.8669 1.9715 -3.8245
C31 -1.1964 -4.4469 2.2908
C32 0.4436 4.7355 -3.4132
C33 -2.4058 -2.2155 5.4036
C34 -2.5466 2.8436 -1.5859
C35 2.2870 3.7811 0.0382
C36 -0.0386 -3.8503 1.8192
C37 -1.4393 0.6241 -1.8098
C38 0.7465 -2.7290 -3.6436
C39 0.3768 2.3582 0.6952
B1 -3.2738 -0.6559 3.5062
H1 -3.5280 2.3832 -1.7519
H2 -3.0609 -0.8683 2.3099
H3 -2.6130 3.8791 -1.9169
H4 2.5152 0.1511 -3.9360
H5 0.6467 2.5617 1.7436
H6 -0.7688 6.4663 -3.7996
H7 0.1596 4.9804 1.2819
H8 -3.4025 -2.4063 5.7645
H9 -0.1980 3.7325 -5.2601
H10 -1.0375 5.7946 -2.1932
H11 4.5078 -5.7118 -0.0078
H12 0.2997 5.6509 -0.3345
H13 2.5853 5.0415 -3.0799
H14 -2.0135 2.9561 -4.2665
H15 -1.4126 -1.8883 -0.5879
H16 0.8132 -2.1906 4.9640
H17 5.0428 -3.1160 3.3509
H18 -2.3785 2.8500 -0.5066
H19 -0.7002 0.0046 -2.3229
H20 0.2361 -3.6916 -1.8086
H21 -1.7142 4.9975 -3.6170
H22 -2.8114 1.4258 -3.9272
H23 0.9139 -4.1133 2.2612
H24 2.6399 -4.3153 -0.8034
H25 1.5540 3.8237 -5.0601
H26 2.6672 4.5988 -0.5727
H27 -3.8530 3.8613 4.8273
H28 -1.2061 0.6128 -0.7379
H29 0.2528 -3.4700 -4.2592
H30 0.8899 1.4403 0.3683
H31 -4.7068 1.2672 5.0965
H32 -0.7106 2.2369 0.6431
H33 0.6358 5.2663 -5.4928
H34 -2.4246 0.1575 -1.9292
H35 -1.1442 -5.1702 3.0945
H36 2.8835 2.8939 -0.1904
H37 2.4862 -0.0457 -1.4867
H38 -1.1165 1.4397 -4.4162
H39 -4.3652 -1.0462 3.8009
H40 1.5535 5.9820 -1.9897
H41 2.4659 4.0450 1.0870
H42 -3.4647 -2.9395 0.2786
H43 1.7148 6.4524 -3.6756
H44 -1.8082 3.6683 3.0239
H45 -0.9816 -3.3201 6.6864
H46 -1.0795 4.6318 0.0689
H47 3.1805 -1.7006 2.5571

Computed properties:
strongest force on any atom = 0.1 eV/Å
HOMO level = -10.619 eV
orbital gap = 7.8 eV
charge = +1
relative energy (zero: lowest compared OMol25 entry of this formula, charge and spin) = 0.00 kJ/mol


Record 3
Computed, not measured: C39H47N6OPRuSSi as an isolated structure, with wB97M-V/def2-TZVPD.

Element x y z (Å)
Ru1 0.2687 -0.0523 -0.3828
S1 -3.2615 -0.4068 -1.1224
P1 0.1733 -0.9833 1.9158
Si1 0.9864 2.7945 -2.4030
O1 -2.1424 0.3983 -0.5176
N1 -0.3323 -1.4741 -2.0031
N2 -0.5350 -1.5993 -4.4448
N3 2.7043 0.8376 0.3597
N4 0.1528 -1.6808 -6.6020
N5 1.1078 1.8026 -0.9844
N6 1.7528 -1.6144 -4.9450
C1 2.1073 1.9805 -0.0525
C2 0.8569 -3.3301 3.2317
C3 -3.8339 1.0798 -5.3805
C4 4.2031 2.0911 1.7256
C5 0.9065 2.2706 4.2860
C6 1.9969 -0.2244 3.8804
C7 1.8659 -5.2684 2.2282
C8 -0.1759 4.2408 -2.1638
C9 1.2750 -4.6488 3.3313
C10 -3.4867 0.1781 -2.8016
C11 -1.4953 -1.4747 2.5279
C12 1.7439 -3.1740 0.9707
C13 4.4148 -0.4036 1.5687
C14 1.9964 1.8639 5.0416
C15 -4.2308 -0.2070 -5.0401
C16 -3.2548 1.9122 -4.4292
C17 2.0861 -4.5530 1.0793
C18 2.5513 0.6133 4.8326
C19 -3.0793 1.4621 -3.1289
C20 2.1262 -2.4960 -0.1892
C21 -2.2246 -2.1015 1.5082
C22 -4.0495 -0.6690 -3.7438
C23 0.3434 1.6819 -3.7686
C24 0.4599 -1.6281 -5.3025
C25 3.5590 3.2650 1.3595
C26 -3.5055 -2.5798 1.7035
C27 0.8872 0.1694 3.1345
C28 0.3368 1.4513 3.3150
C29 -2.0756 -1.3527 3.8029
C30 -0.3844 -1.5224 -3.1668
C31 -3.3856 -1.8159 3.9668
C32 3.7347 0.8914 1.2174
C33 -1.4235 -0.7677 5.0344
C34 -4.0989 -2.4171 2.9468
C35 1.0603 -2.5768 2.0827
C36 -4.7472 0.3347 -0.4420
C37 2.5049 3.2190 0.4736
C38 -0.8397 1.9649 2.5247
C39 2.6997 3.3690 -2.8933
H1 5.2162 -0.5997 0.8516
H2 4.8559 -0.3598 2.5649
H3 2.0852 -1.4144 -0.2875
H4 0.3356 -2.8871 4.0724
H5 -4.3472 -1.6756 -3.4668
H6 -3.9786 1.4380 -6.3926
H7 -1.7200 -1.3446 5.9113
H8 2.1414 -6.3143 2.2797
H9 1.9979 -1.5466 -3.9724
H10 -0.3440 -0.7540 4.9866
H11 1.1299 0.9768 -4.0615
H12 -1.1473 2.9430 2.8919
H13 2.4928 -1.5888 -5.6221
H14 3.7152 -1.2374 1.5217
H15 -0.3954 4.7358 -3.1162
H16 -3.8442 -1.7097 4.9451
H17 2.4108 -1.2144 3.7288
H18 -5.6083 -0.0356 -0.9993
H19 1.9713 4.1155 0.1809
H20 -5.1037 -2.7781 3.1286
H21 0.0563 2.2551 -4.6578
H22 5.0421 2.0998 2.4093
H23 2.6051 -3.0403 -0.9940
H24 -1.7478 -2.2330 0.5446
H25 3.8808 4.2144 1.7703
H26 -4.6799 -0.8545 -5.7830
H27 1.1116 -5.2010 4.2469
H28 -0.5291 1.1125 -3.4381
H29 -1.7566 0.2615 5.1932
H30 3.0818 4.1523 -2.2345
H31 -1.1218 3.9093 -1.7243
H32 -1.6980 1.2904 2.5775
H33 0.4817 3.2543 4.4525
H34 0.2577 4.9898 -1.4949
H35 2.5494 -5.0267 0.2210
H36 2.7056 3.7578 -3.9166
H37 3.3927 2.5235 -2.8443
H38 -0.8201 -1.6739 -6.8530
H39 3.4110 0.2902 5.4072
H40 -4.8111 0.0419 0.6065
H41 -2.6194 2.0879 -2.3708
H42 -0.5912 2.0788 1.4704
H43 -2.9385 2.9121 -4.6990
H44 0.8498 -1.6751 -7.3231
H45 -4.6528 1.4166 -0.5365
H46 2.4137 2.5302 5.7867
H47 -4.0365 -3.0729 0.8968

Computed properties:
strongest force on any atom = 0.8 eV/Å
multiplicity = 6
HOMO level (alpha / beta) = -9.579 / -9.799 eV
orbital gap (alpha / beta) = 7.7 / 6.7 eV
charge = +1


Record 4
Computed, not measured: C39H48CaIOP2S as an isolated structure, with wB97M-V/def2-TZVPD.

Element x y z (Å)
I1 1.9702 -0.0667 -2.6170
Ca1 0.3436 1.1578 0.0323
S1 -0.4456 0.0635 2.9151
P1 -1.4336 2.2519 -2.0250
P2 -0.3017 -1.8183 -0.4822
O1 0.0862 2.6870 1.3524
C1 -1.7821 1.1713 3.4817
C2 4.3785 1.6726 -0.2264
C3 -1.7411 3.9294 -1.3697
C4 -1.0871 -4.0904 -1.6973
C5 -0.6778 2.6327 -3.6441
C6 0.4066 -4.0107 -4.0119
C7 2.4837 2.1420 1.4041
C8 1.9689 -3.0645 -5.5861
C9 -0.4471 -5.1060 -3.7399
C10 -2.0906 -1.7744 -0.1204
C11 0.6301 -4.5614 2.4680
C12 1.9498 -4.2220 2.7432
C13 1.4541 3.8833 2.9398
C14 2.6509 3.6398 -0.3690
C15 -3.1175 1.7527 -2.5130
C16 -1.1879 -5.1540 -2.6060
C17 3.1609 2.3868 0.2695
C18 -0.2732 -3.0014 -1.8934
C19 -2.9240 -1.4297 -1.1882
C20 0.9881 5.4625 0.2951
C21 0.5229 -2.9150 -3.0953
C22 -4.8511 -1.5092 0.2444
C23 2.1075 -1.9655 -4.7208
C24 1.1271 -4.0623 -5.2315
C25 1.3807 3.2192 1.5784
C26 -0.7837 -1.2404 4.1320
C27 2.8241 1.0987 2.4314
C28 1.7006 4.1610 0.4191
C29 -2.6607 -1.9764 1.1318
C30 -2.3820 0.5104 4.7297
C31 -4.0322 -1.8417 1.3118
C32 2.5512 -3.1789 2.0575
C33 1.4214 -1.8842 -3.5367
C34 -4.2916 -1.3016 -1.0101
C35 -0.0882 -3.8552 1.5157
C36 0.4988 -2.7890 0.8352
C37 3.2229 4.1976 -1.6326
C38 1.8269 -2.4673 1.1093
C39 -2.2210 -1.0003 4.5780
H1 -4.4576 -2.0031 2.2943
H2 -1.1070 -4.1492 1.2954
H3 1.1443 3.1697 3.7047
H4 -1.2633 3.3879 -4.1718
H5 2.5076 -4.7791 3.4842
H6 4.2530 4.5344 -1.4908
H7 -0.0963 -1.1134 4.9684
H8 3.5820 -2.9157 2.2558
H9 0.9423 5.8283 -0.7315
H10 4.3420 1.4746 -1.2964
H11 -2.4997 -1.2767 -2.1748
H12 2.7773 -1.1671 -5.0052
H13 2.6470 5.0506 -1.9890
H14 2.5269 -3.0922 -6.5115
H15 -0.7919 4.4352 -1.2076
H16 -0.0283 5.3790 0.6832
H17 -3.5796 2.5465 -3.1027
H18 -2.3451 4.5100 -2.0700
H19 -2.4510 -1.5403 5.4973
H20 2.3113 -1.6599 0.5708
H21 -1.3502 2.1494 3.6718
H22 2.5183 0.0838 2.1620
H23 -5.9193 -1.4139 0.3864
H24 -2.0341 -2.2099 1.9799
H25 -1.8429 -5.9884 -2.3967
H26 -1.8618 0.8619 5.6228
H27 2.4610 4.2378 3.1743
H28 -2.2430 3.8742 -0.4040
H29 0.1598 -5.3847 2.9895
H30 -2.5260 1.2723 2.6912
H31 5.2652 2.2933 -0.0685
H32 -2.9074 -1.3531 3.8048
H33 4.5393 0.7253 0.2871
H34 3.9038 1.0689 2.5939
H35 -0.6198 1.7329 -4.2576
H36 0.3364 3.0111 -3.5078
H37 0.7690 4.7309 2.9757
H38 -3.0930 0.8400 -3.1076
H39 -4.9221 -1.0405 -1.8504
H40 0.9858 -4.9244 -5.8704
H41 1.4971 6.2294 0.8855
H42 -1.6905 -4.1353 -0.7987
H43 -3.7256 1.5633 -1.6288
H44 -3.4322 0.7827 4.8385
H45 -0.4948 -5.9069 -4.4667
H46 3.2500 3.4559 -2.4368
H47 2.3399 1.3118 3.3819
H48 -0.6127 -2.2205 3.6872

Computed properties:
strongest force on any atom = 1.0 eV/Å
HOMO level = -10.185 eV
orbital gap = 7.8 eV
charge = +1
relative energy (zero: lowest compared OMol25 entry of this formula, charge and spin) = 68.12 kJ/mol


Record 5
Computed, not measured: a 9-piece molecular cluster, C39H48O15 overall at a distorted geometry, with wB97M-V/def2-TZVPD.

Element x y z (Å)
O1 46.4170 18.0450 31.5620
O2 46.8130 18.4270 24.6120
O3 43.4980 17.7010 17.9550
O4 38.8240 20.1100 27.1140
O5 50.8960 18.2660 30.2720
O6 48.9180 16.1430 25.5980
O7 49.0010 21.5740 21.4480
O8 43.7770 16.6900 27.9640
O9 38.8150 15.8700 26.0150
O10 50.9550 18.0040 24.3990
O11 44.5010 16.9860 23.2680
O12 45.7850 23.0510 29.4680
O13 44.5660 23.5390 24.0290
O14 44.0400 21.6630 26.4390
O15 48.4470 15.8220 21.1650
C1 49.4610 18.4920 28.4310
C2 47.0620 21.1720 22.7910
C3 50.4650 16.3430 28.9150
C4 41.0060 20.5900 27.9390
C5 45.9450 21.7650 23.5190
C6 46.3160 19.4940 29.5370
C7 49.9610 15.8060 27.7210
C8 45.6120 21.7810 29.7890
C9 42.0530 20.8980 25.2950
C10 45.7600 20.4120 31.6800
C11 45.3340 17.5800 21.1220
C12 47.8520 22.0090 21.9780
C13 43.7570 17.5300 19.2140
C14 46.0840 18.4990 25.8000
C15 50.2760 17.6780 29.2380
C16 42.8230 21.1870 26.4810
C17 47.5850 23.4420 22.0300
C18 50.2280 19.0550 24.0440
C19 42.4850 16.6600 27.4690
C20 40.1260 20.3320 26.9050
C21 42.7160 17.1960 20.1470
C22 49.0470 17.9830 27.1720
C23 49.3280 16.6680 26.8650
C24 45.0630 17.8200 19.8360
C25 49.0570 15.6430 22.4300
C26 46.2100 19.3110 30.8980
C27 40.3320 15.7900 27.7440
C28 41.0420 16.8630 25.7020
C29 45.7070 23.1100 23.4440
C30 46.0160 20.6400 28.9750
C31 45.4850 21.5970 31.1370
C32 42.3060 20.9080 27.7940
C33 46.4590 23.8840 22.6550
C34 44.2420 17.2360 21.9780
C35 39.9600 16.2710 26.5250
C36 41.5860 16.0090 28.3000
C37 42.9750 17.0970 21.4280
C38 42.2950 16.9450 26.2010
C39 40.6430 20.5680 25.5920
H1 49.3090 19.5200 28.4960
H2 42.9990 20.9510 28.7900
H3 41.8440 15.6970 29.2240
H4 50.5800 20.0780 24.6380
H5 45.8360 19.4430 26.0810
H6 38.3430 20.0440 26.3720
H7 45.3800 17.3910 23.2470
H8 46.1250 24.9390 22.4920
H9 48.3440 24.2120 21.5660
H10 43.1820 17.4030 25.4500
H11 46.4880 17.6100 21.2860
H12 50.1910 14.7450 27.4050
H13 48.9450 16.3740 20.6610
H14 49.3870 14.5960 22.5820
H15 48.1900 15.7600 22.9960
H16 39.6950 15.2160 28.2690
H17 44.0950 22.5180 25.5990
H18 45.0170 22.5020 31.6470
H19 46.5950 18.1000 26.6610
H20 50.0340 16.2520 22.5420
H21 50.9500 19.1970 30.1050
H22 45.6260 23.1810 28.6780
H23 50.7000 17.4370 25.1800
H24 42.3800 21.0690 24.4980
H25 46.0960 18.0470 19.0850
H26 46.5060 18.7380 28.9180
H27 50.2200 19.3050 23.0760
H28 47.4080 17.5770 24.9380
H29 48.6000 18.4860 26.5450
H30 48.8800 15.1810 25.6280
H31 40.6140 20.4430 28.9630
H32 49.2450 18.8500 24.3380
H33 45.3010 21.1870 24.2210
H34 42.7940 16.9660 17.8000
H35 45.2040 17.9660 25.6600
H36 46.3310 20.9520 27.9160
H37 43.9360 16.6900 29.0160
H38 40.0810 20.2810 24.6960
H39 45.5470 20.3020 32.7180
H40 38.2540 15.5390 26.6940
H41 51.0160 15.8080 29.5610
H42 41.7800 16.8740 19.8260
H43 44.3130 24.4490 23.6490
H44 45.7300 17.4140 30.9690
H45 47.4070 20.1560 22.7190
H46 49.2880 21.8900 20.5040
H47 42.1530 16.8840 22.0630
H48 40.6400 17.2720 24.7750

Computed properties:
strongest force on any atom = 17.8 eV/Å
HOMO level = -7.287 eV
orbital gap = 7.5 eV
charge = 0
relative energy (zero: lowest compared OMol25 entry of this formula, charge and spin) = 376.33 kJ/mol
SMILES string = Oc1ccc(O)cc1.Oc1ccc(O)cc1.Oc1ccc(O)cc1.Oc1ccc(O)cc1.Oc1ccc(O)cc1.Oc1ccc(O)cc1.CO.CO.CO